Here is a 7-piece molecular cluster, C4H21N2O8 overall in a non-equilibrium geometry from the Open Molecules 2025 dataset. Energies are from ωB97M-V/def2-TZVPD.

Calculated values
- spin multiplicity = 1
- frontier orbital gap (eV) = 7.9
- electronic energy (eV) = -23848.7323
- F_max (hartree/bohr) = 0.11857
- LUMO (Eh) = 0.103
- energy relative to the best compared isomer or geometry (same formula, charge and spin) (kcal per mole) = 104.6
- charge = -1

Each line ends with the natural charge from an NBO analysis.
Cartesian coordinates (Å):
C: -0.465 -0.448 1.080  -0.225
C: -0.331 1.072 1.229  -0.469
C: 1.021 1.284 1.776  -0.048
O: 1.286 2.632 1.801  -0.726
N: 0.048 -1.049 -0.157  -0.739
C: -0.275 -0.354 -1.411  0.746
N: -1.500 0.177 -1.456  -1.009
O: 0.670 -0.248 -2.227  -0.780
H: 0.103 -0.943 1.966  0.202
H: -1.386 -0.977 1.337  0.190
H: -0.562 1.703 0.334  0.223
H: -1.101 1.396 1.886  0.229
H: 1.183 0.893 2.727  0.156
H: 1.753 0.820 1.087  0.142
H: 1.037 -1.332 -0.011  0.385
H: -1.921 0.669 -2.282  0.376
H: -2.301 0.429 -0.104  0.485
H: 3.294 -1.411 -2.893  0.473
H: 2.292 -1.968 -3.855  0.475
O: 3.001 -2.254 -3.298  -0.948
H: -0.913 3.752 0.531  0.458
H: -2.978 -0.627 0.599  0.428
O: -3.108 0.268 0.529  -1.018
H: 3.524 1.106 -1.325  0.472
H: 2.742 2.450 -1.689  0.482
O: 3.743 1.961 -1.740  -0.954
H: -1.854 -3.064 -1.186  0.478
H: -2.149 -2.264 -0.115  0.468
O: -2.167 -3.183 -0.271  -0.946
H: -0.787 -3.937 1.256  0.484
H: 0.104 -2.843 0.692  0.479
O: 0.155 -3.563 1.278  -0.978
H: 1.754 2.820 2.626  0.464
H: -2.162 3.119 0.548  0.470
O: -1.749 3.913 0.740  -0.923